Entry 1:
Below is C4H9N3O2S in the gas phase, with properties calculated with wB97M-V/def2-TZVPD.

As for the HOMO energy: -0.3241 Eh. The SMILES is CN1CN=N[C@@H]1S(C)(=O)=O. Its gap between HOMO and LUMO is 9.12 eV. The max |F| comes out at 4.9 eV/Å.

```
19
Properties=species:S:1:pos:R:3:mulliken_charge:R:1
C -1.2498 1.8884 0.0999 -1.0412
N -1.2827 0.5112 -0.3174 -0.0534
C -2.0597 -0.4532 0.5121 -0.2558
N -1.4281 -1.6715 0.2949 -0.5378
N -0.4533 -1.5811 -0.4173 0.0072
C -0.1627 -0.1223 -0.7988 -0.3463
S 1.5324 0.1529 0.2361 1.0434
C 2.4392 -1.4215 -0.2055 -0.8973
O 1.3283 0.2296 1.6662 -0.6328
O 2.2689 1.2191 -0.4605 -0.6522
H -2.2110 2.2089 0.0529 0.4075
H -0.7544 1.9673 1.0412 0.4122
H -0.7835 2.5662 -0.6851 0.2964
H -3.1476 -0.3450 0.2626 0.3649
H -1.9315 -0.4027 1.6278 0.2823
H 0.2671 0.1747 -1.6793 0.6003
H 2.6681 -0.9141 -1.1355 0.3288
H 3.2711 -1.7396 0.4165 0.3480
H 1.6892 -2.2674 -0.5107 0.3256
```

=====

Entry 2:
Below is a molecular structure, C5H7N3, with properties calculated with wB97M-V/def2-TZVPD.

As for the HOMO energy: -0.2982 Eh. Its gap between HOMO and LUMO is 8.69 eV. The max |F| comes out at 10.7 eV/Å.

```
15
Properties=species:S:1:pos:R:3:mulliken_charge:R:1
C 0.4765 -0.1279 0.2087 0.7539
C -0.2476 1.1512 0.0350 -0.1502
C -1.5902 1.0558 0.0443 -0.4161
C -2.2281 -0.2469 -0.0083 -0.3895
C -1.4369 -1.4184 0.0352 -0.4058
H 1.9396 -1.5858 -0.1959 0.3811
H 3.4916 -0.5539 0.8133 0.2551
H 1.6725 1.5763 -0.0546 0.1863
H 0.3515 2.0995 -0.1258 0.1457
H -2.1492 2.1079 -0.2682 0.1954
H -3.2054 -0.3648 -0.1281 0.5058
H -1.7460 -2.4673 -0.4751 0.2637
N 2.8473 -0.4935 -0.3150 -0.6346
N 1.8532 0.5112 0.1829 -0.1303
N -0.0287 -1.2432 0.2517 -0.5607
```

=====

Entry 3:
Below is a gas-phase ion, C4H12NS2 (charge +1), with properties calculated with wB97M-V/def2-TZVPD.

As for the HOMO energy: -0.4464 Eh. The SMILES is CCSSCC[NH3+]. Its gap between HOMO and LUMO is 8.46 eV. The charge is +1. The max |F| comes out at 1.9 eV/Å.

```
19
Properties=species:S:1:pos:R:3:mulliken_charge:R:1
C 2.8006 -0.7542 -2.4454 -1.3103
C 2.0799 -0.0767 -1.2984 -0.1965
S 0.3679 0.2952 -1.8885 -0.0795
S -0.3892 1.1394 -0.2256 -0.0859
C -0.5920 -0.1087 1.0915 -0.7882
C -1.6681 0.3914 2.0537 -0.7152
N -2.9738 0.4857 1.3103 -0.2305
H 2.7552 -0.2400 -3.4013 0.3764
H 2.4857 -1.7553 -2.7771 0.3629
H 3.8458 -0.8743 -2.1518 0.3359
H 2.5595 0.8781 -1.0880 0.3352
H 2.0342 -0.6792 -0.3937 0.2974
H -0.7696 -1.1289 0.7475 0.4933
H 0.3444 -0.0567 1.6579 0.4356
H -1.6411 -0.3471 2.8568 0.3399
H -1.3516 1.3446 2.4737 0.3592
H -3.7481 0.0835 1.8465 0.3604
H -3.1735 1.4766 1.1758 0.3597
H -2.9665 -0.0733 0.4560 0.3500
```

=====

Entry 4:
Below is a molecular structure, C8H21P3, with properties calculated with wB97M-V/def2-TZVPD.

As for the HOMO energy: -0.2972 Eh. Its gap between HOMO and LUMO is 8.99 eV. The max |F| comes out at 6.0 eV/Å.

```
32
Properties=species:S:1:pos:R:3:mulliken_charge:R:1
C 0.0926 0.0098 1.9199 -1.1401
C 0.6720 -1.6179 -2.0261 -1.1641
C 1.0404 -2.6043 0.4236 -1.2587
C -2.3940 0.5904 -1.8018 -1.2617
C -3.1332 -0.0087 0.7229 -1.1063
C 0.9429 2.8352 0.4306 -1.1111
C 2.7258 0.7423 -0.0263 -1.0721
C -0.0644 0.0055 0.3871 0.4585
P -0.2699 -1.6775 -0.4449 0.0529
P -1.7848 1.0404 -0.1331 0.1476
P 1.0659 1.1914 -0.4892 0.1624
H 0.5043 -0.8926 2.4221 0.2746
H -0.7899 0.3572 2.6469 0.2244
H 0.7764 0.8681 2.2342 0.2604
H 0.3468 -2.5172 -2.6924 0.3344
H 1.6439 -1.6053 -1.8206 0.3819
H 0.2022 -0.7932 -2.5389 0.3413
H 0.8617 -3.0472 1.4531 0.4201
H 2.0443 -2.1743 0.7299 0.3717
H 1.3619 -3.5464 -0.0753 0.4203
H -1.5675 0.9316 -2.4384 0.3029
H -3.2424 1.1873 -2.0094 0.4354
H -2.5143 -0.4096 -1.9341 0.4624
H -3.5153 -0.9043 0.2384 0.3458
H -3.9869 0.8155 0.5905 0.3096
H -2.9949 -0.2605 1.7914 0.3727
H 0.9881 3.7522 -0.2120 0.3207
H 1.6593 2.8975 1.3839 0.3134
H 0.0293 2.7858 0.9532 0.4275
H 3.2251 -0.0384 -0.6729 0.3191
H 2.6941 0.3965 1.0369 0.2956
H 3.3804 1.6909 -0.0494 0.3587
```

=====

- Among the records above, which one has the lowest HOMO energy?
  C4H12NS2

=====

- Which of these has the highest HOMO energy?
  C8H21P3